The following is a quantum chemistry calculation of a structure of composition C19H43B2BrIN2O5 at a distorted geometry, from the Open Molecules 2025 dataset.

Values from the calculation:
Total energy ... -4157.0737 hartree
HOMO energy ... -0.16506 Eh
Maximum force ... 2.38 eV/A

```
! wB97M-V def2-TZVPD RIJCOSX def2/J DEFGRID3
* xyz -1 1
C 4.2746 -5.1942 -0.3548
C 5.1173 -3.9284 -0.2367
C 4.3934 -2.6924 0.3337
C 3.8262 -1.8326 -0.7945
C 2.8360 -0.7291 -0.4003
B 3.7132 0.1968 0.6096
O 3.7778 -0.1305 1.9801
N 4.4142 1.3856 0.1707
C 5.2919 1.1813 -0.9827
C 5.2042 2.0124 1.2368
O 2.5119 0.1383 -1.4831
B 1.2986 0.8352 -1.1721
Br -0.0002 0.9067 -2.7757
I 1.5164 3.0577 -0.6485
O 0.7934 0.2046 0.0178
C 1.4957 -0.9930 0.3444
C 0.5526 -2.2164 0.0801
C 1.2150 -3.5299 -0.3249
C -0.5783 -1.9492 -0.9207
C -1.7454 -1.1819 -0.3390
C -2.7033 -2.0468 0.5080
H 3.7502 -5.2317 -1.3032
H 4.9410 -6.0551 -0.3529
H 3.6018 -5.3246 0.4818
H 5.9296 -4.1564 0.4527
H 5.5862 -3.6594 -1.1788
H 5.1608 -2.1541 0.8856
H 3.6524 -2.9739 1.0723
H 4.6803 -1.3943 -1.2995
H 3.3707 -2.4858 -1.5385
H 4.6515 -0.4823 2.2079
H 6.2386 0.7032 -0.7066
H 5.5599 2.1581 -1.3902
H 4.7919 0.6507 -1.7797
H 6.0508 1.3794 1.5259
H 5.6401 2.9258 0.8343
H 4.5866 2.2754 2.0830
H 1.6018 -0.9508 1.4234
H 0.0478 -2.4183 1.0257
H 1.9578 -3.8731 0.3789
H 1.5965 -3.4567 -1.3384
H 0.4418 -4.2940 -0.3498
H -0.9633 -2.9355 -1.1873
H -0.2078 -1.5195 -1.8425
H -1.3964 -0.3959 0.3148
H -2.3417 -0.7117 -1.1170
H -2.7075 -3.0878 0.1862
H -3.7144 -1.6686 0.4352
H -2.3735 -2.0123 1.5423
C -2.8136 4.7742 0.7243
O -4.1885 4.6973 1.0807
C -5.0764 4.9984 0.0133
C -5.8932 3.7767 -0.3509
N -5.0418 2.7733 -0.9703
C -5.6708 1.4759 -1.1830
C -6.0675 0.6591 0.0442
O -4.9694 0.2291 0.8218
C -4.5524 1.1340 1.8293
H -2.2308 4.5941 1.6252
H -2.5442 4.0195 -0.0197
H -2.5641 5.7670 0.3386
H -4.5342 5.3733 -0.8589
H -5.7518 5.7896 0.3572
H -6.6819 4.0637 -1.0537
H -6.3706 3.4080 0.5689
H -4.2227 2.6423 -0.3899
H -4.9642 0.8772 -1.7631
H -6.5575 1.6108 -1.8122
H -6.5547 -0.2500 -0.3224
H -6.8046 1.1713 0.6759
H -5.3908 1.7095 2.2316
H -3.7803 1.8150 1.4636
H -4.1127 0.5456 2.6352
*
```


The following is a quantum chemistry calculation of a structure of composition C29H38Al2BCl3CsF6MgN2O17S2 at a distorted geometry, from the Open Molecules 2025 dataset.

Values from the calculation:
Total energy ... -6022.0214 hartree
HOMO energy ... -0.35397 Eh
Maximum force ... 13.40 eV/A

```
! wB97M-V def2-TZVPD RIJCOSX def2/J DEFGRID3
* xyz 1 1
C -4.1028 -0.6213 -0.0604
C -2.7451 -0.8812 0.5678
N -1.7038 -1.0443 -0.4466
C -0.5188 -1.8026 0.0800
C -0.8592 -3.3159 0.0822
C -1.3889 0.1290 -1.0966
S -1.1185 0.0851 -2.7503
S -1.3812 1.6861 -0.3195
C 0.4111 1.8239 -0.1126
C 0.7439 3.2682 0.1594
C 0.3610 3.8081 1.5492
C 0.5596 2.8669 2.7545
C -0.6113 1.8752 2.9368
O -0.2173 0.5494 2.6673
N -0.4559 -0.3001 3.8058
O 0.3206 -1.1486 3.8659
C 0.5650 3.7884 3.9948
C 1.1007 3.1990 5.2357
O 1.7222 3.7188 6.0738
O 0.8943 1.6862 5.4554
C 0.2231 1.1383 6.3538
C 0.4320 -0.2889 6.6107
O -0.6579 1.6948 7.1400
O 1.7859 2.1361 2.7390
C 2.9270 2.8638 2.5893
O 3.5530 3.2444 3.5235
H -4.8750 -0.9321 0.6324
H -4.2527 0.4286 -0.2977
H -4.2179 -1.2383 -0.9481
H -2.5069 -0.1027 1.2893
H -2.7946 -1.8061 1.1323
H 0.3136 -1.6030 -0.5728
H -0.3046 -1.4667 1.0884
H -1.9161 -3.4441 -0.1204
H -0.6495 -3.7805 1.0801
H -0.3145 -3.9241 -0.6401
H 0.8325 1.5542 -1.0746
H 0.7906 1.1324 0.6306
H 0.2541 3.8661 -0.6016
H 1.8091 3.4035 -0.0030
H 0.9740 4.6885 1.7285
H -0.6649 4.1644 1.5401
H -0.9736 1.9156 3.9630
H -1.4424 2.1670 2.3059
H 1.2011 4.6419 3.7953
H -0.4568 4.1258 4.1651
H 0.1309 -0.5338 7.6205
H -0.1636 -0.8684 5.9072
H 1.4825 -0.5124 6.4768
H 3.2431 3.0236 1.5588
Cl 1.9686 -5.0278 0.1300
C 2.8113 -4.3563 -1.2018
C 2.8318 -4.9592 -2.4679
Cl 1.9930 -6.4093 -2.7934
C 3.5456 -4.3658 -3.5057
C 4.2352 -3.1830 -3.2984
C 4.2167 -2.5763 -2.0523
C 3.5004 -3.1634 -1.0020
H 3.5643 -4.8305 -4.4817
H 4.7888 -2.7336 -4.1107
H 4.7529 -1.6466 -1.8921
H 3.4743 -2.6805 -0.0279
F -0.0769 2.2978 -2.7546
Al -3.3566 -0.1226 -3.8817
Cl -1.4410 3.1115 6.7315
F -2.0611 -5.1907 -5.1493
Al -2.2935 -4.6043 -3.6427
F -3.1858 -3.1726 -3.6329
F -0.6812 -4.0928 -3.1223
F -2.8060 -5.6973 -2.5426
Mg 5.9194 -3.3745 0.1473
B -2.8911 -8.8094 -8.0369
O -3.4454 -7.7281 -8.8905
C -4.0443 -6.8227 -8.1593
O -4.5851 -5.8255 -8.5200
C -3.9091 -7.2950 -6.6414
O -4.3239 -6.6975 -5.7018
O -3.2474 -8.4247 -6.6509
O -3.4453 -10.1155 -8.3933
C -2.4667 -10.9455 -8.7349
O -2.5739 -12.0802 -9.0761
C -1.1209 -10.1447 -8.6019
O -0.0277 -10.5631 -8.8232
O -1.4370 -8.9223 -8.1962
F -0.6424 -3.8784 2.6508
Cs 0.4997 -2.6568 -2.7976
C 0.7142 10.3868 1.6580
O 1.2637 10.3659 2.9644
C 0.5624 9.5452 3.8744
C 1.2397 8.2076 4.0655
O 1.2426 7.4278 2.8741
C 2.4708 7.5000 2.1646
H 1.4691 10.8020 0.9937
H 0.4501 9.3842 1.3135
H -0.1744 11.0247 1.6229
H -0.4741 9.4050 3.5506
H 0.5476 10.0638 4.8378
H 0.6880 7.6396 4.8224
H 2.2617 8.3486 4.4279
H 3.2298 6.8627 2.6348
H 2.8453 8.5225 2.1130
H 2.2868 7.1425 1.1516
*
```


The following is a quantum chemistry calculation of a structure of composition C33H26N6O5Ti, from the Open Molecules 2025 dataset.

Values from the calculation:
Total energy ... -2827.3775 hartree
HOMO energy (spin up / spin down) ... -0.24255 / -0.24178 Eh
Energy relative to the best compared isomer or geometry (same formula, charge and spin) ... 88.7 kcal/mol
Maximum force ... 0.84 eV/A

```
! wB97M-V def2-TZVPD RIJCOSX def2/J DEFGRID3
* xyz 0 1
Ti 0.0778 0.6336 0.0984
O 4.3718 -0.3154 0.3381
C 3.0783 -0.5361 0.1682
O 2.3374 0.2680 -0.3495
C 2.6411 -1.8776 0.7017
O 1.3671 -2.1561 0.1693
C 0.4313 -2.6239 1.0944
C 0.0432 -1.5543 2.1481
O 0.2544 -1.8018 3.3110
O -0.4831 -0.4933 1.6382
H 4.5654 0.5945 0.0566
H 2.6304 -1.8137 1.7959
H 3.3635 -2.6434 0.4122
H 0.7982 -3.4978 1.6394
H -0.5723 -4.1172 0.1717
C 1.6488 1.6736 5.5333
C 0.7815 2.6196 4.9987
C 0.5819 2.6948 3.6317
C 1.2517 1.8272 2.7679
C 2.1286 0.8964 3.3118
C 2.3217 0.8120 4.6840
N 1.0252 1.9137 1.3742
C 1.4907 3.0308 0.7168
C 2.4942 3.9125 1.1406
C 2.8575 4.9776 0.3353
C 2.2458 5.1921 -0.8993
C 1.2571 4.3321 -1.3434
C 0.8940 3.2544 -0.5419
N -0.0522 2.2873 -0.8426
N -1.0214 2.5713 -1.7507
C -2.0089 1.7155 -1.5613
C -3.1720 1.7050 -2.3859
C -4.1753 0.8352 -2.1113
C -4.0652 -0.0518 -1.0071
C -2.9257 -0.0314 -0.2666
N -1.8861 0.8069 -0.5316
H 1.7943 1.6099 6.6036
H 0.2490 3.2963 5.6551
H -0.1017 3.4198 3.2075
H 2.6811 0.2392 2.6519
H 2.9988 0.0691 5.0861
H 2.9643 3.7684 2.1056
H 3.6285 5.6577 0.6760
H 2.5417 6.0348 -1.5104
H 0.7523 4.4794 -2.2883
H -3.2119 2.4076 -3.2061
H -5.0655 0.8178 -2.7273
H -4.8602 -0.7391 -0.7569
H -2.7848 -0.6932 0.5754
C 0.4284 -0.2004 -4.0972
C 0.5930 0.0689 -2.7500
N 0.0913 -0.6711 -1.7595
C -0.6147 -1.8114 -2.0521
C -0.8972 -2.0867 -3.4301
C -0.3630 -1.2689 -4.4250
C -1.6920 -3.2019 -3.8267
C -2.2255 -4.0287 -2.9134
C -1.9696 -3.8277 -1.5233
C -2.6123 -4.6437 -0.5693
C -2.8239 -4.0909 0.7165
C -1.9675 -3.1499 1.1559
N -0.7504 -3.1011 0.3129
C -1.1118 -2.7728 -1.1195
H 0.8681 0.4520 -4.8366
H 1.1462 0.9474 -2.4480
H -0.5861 -1.5050 -5.4586
H -1.8652 -3.3484 -4.8857
H -2.8579 -4.8588 -3.2003
H -3.2327 -5.4535 -0.9253
H -3.6930 -4.3526 1.3058
H -2.0265 -2.5026 2.0108
*
```


> What is the maximum force in the third record?

0.84 eV/A